This record from the OMol25 dataset describes C19H27FNSbSiTc as an isolated structure in a non-equilibrium geometry. The level of theory is ωB97M-V with the def2-TZVPD basis set.

Values from the calculation:
Net charge   +3
E_tot   -1504.208954 hartree
ΔE to the lowest compared entry with this formula, charge and spin   6.53 kcal per mole
E_LUMO (alpha / beta)   -12.4305 / -12.4484 eV
F_max   2.308 eV Å⁻¹

```
51
Properties=species:S:1:pos:R:3:forces:R:3
Sb 2.887 -0.519 -1.236 0.662 0.083 -0.025
Tc 0.106 -0.434 -1.020 -0.906 0.195 2.114
Si 0.082 -1.347 1.914 -0.103 -0.419 -0.357
F 0.476 1.686 -1.217 -0.048 0.428 -0.191
N 0.101 0.117 0.805 -0.240 -0.117 -1.461
C 0.318 2.338 0.011 0.012 -0.232 0.321
C 3.587 1.077 0.010 -0.002 -0.183 -0.149
C 0.189 -2.586 0.429 0.043 0.450 0.633
C 0.410 3.689 0.112 0.019 0.147 -0.165
C -5.753 -0.330 -2.349 0.242 0.022 0.046
C 0.285 4.222 1.400 -0.024 -0.149 0.018
C -3.050 -0.415 -1.695 -0.100 0.084 -0.194
C -5.256 -1.418 -1.608 -0.061 -0.138 0.069
C 1.609 -1.322 2.980 -0.330 0.007 0.004
C -1.729 -0.444 -1.444 0.643 -0.052 0.195
C -4.918 0.728 -2.741 -0.021 0.173 -0.106
C 0.024 2.026 2.369 0.001 -0.204 -0.025
C 3.934 -2.244 -0.520 -0.090 0.269 -0.277
C -3.932 -1.483 -1.295 0.118 -0.162 0.023
C 0.136 1.453 1.088 0.107 0.531 -0.063
C 0.094 3.397 2.508 0.000 0.088 0.083
C 3.699 -0.034 -3.154 -0.110 -0.145 0.255
C -3.593 0.711 -2.421 0.070 0.050 0.005
C -1.607 -1.452 2.700 0.466 0.079 0.088
H 1.116 -3.158 0.424 0.075 0.120 -0.158
H 0.571 4.327 -0.748 0.004 -0.062 -0.029
H 3.656 -3.122 -1.099 -0.046 0.006 0.018
H 3.071 1.094 0.968 -0.012 -0.042 -0.008
H 4.990 -2.030 -0.686 0.003 -0.019 0.040
H 3.548 -0.852 -3.854 -0.033 -0.023 0.036
H 0.003 3.846 3.488 -0.019 -0.043 0.007
H -6.799 -0.307 -2.630 -0.023 -0.014 0.041
H 4.650 0.905 0.181 0.000 0.007 -0.008
H 2.469 -0.859 2.493 -0.030 -0.039 -0.099
H 3.461 2.032 -0.495 -0.016 -0.029 -0.045
H -1.641 -0.927 3.656 -0.017 0.019 -0.016
H 1.435 -0.783 3.915 -0.044 0.017 -0.030
H 1.891 -2.339 3.266 -0.029 -0.027 -0.044
H 4.765 0.132 -3.003 -0.005 0.013 0.002
H -5.923 -2.210 -1.296 -0.017 0.002 -0.051
H -0.143 1.383 3.224 0.042 0.055 0.037
H -2.931 1.513 -2.721 -0.028 0.008 -0.007
H -1.837 -2.500 2.907 -0.006 -0.006 -0.004
H 0.340 5.295 1.533 0.013 0.003 -0.017
H 3.754 -2.402 0.540 -0.053 0.043 0.002
H -3.526 -2.328 -0.754 -0.028 0.002 0.005
H -0.628 -3.306 0.482 -0.086 0.081 -0.130
H -5.325 1.558 -3.304 -0.025 -0.020 0.003
H 3.227 0.873 -3.524 0.001 0.006 0.019
H -2.390 -1.046 2.058 0.025 -0.023 -0.059
H 0.093 -2.207 -0.644 0.004 -0.839 -0.344
```
Positions in Å, forces in eV/Å.